(1)
C5H8N2O3 in the gas phase in a non-equilibrium geometry. Source: the OMol25 dataset; level of theory: ωB97M-V/def2-TZVPD.

Values from the calculation:
LUMO level = 0.3 eV
HOMO-LUMO gap = 9.6 eV
SMILES string = N[C@H]1C(=O)N[C@H]1CC(=O)O

The geometry in XYZ format:
```
18
Properties=species:S:1:pos:R:3:nbo_charge:R:1
N 0.080 -0.179 -2.208 -0.86
C -0.829 -0.764 -1.275 -0.13
C -0.583 -0.705 0.250 0.66
O 0.291 -1.081 1.004 -0.58
N -1.800 -0.146 0.459 -0.62
C -2.143 0.023 -0.951 -0.04
C -2.179 1.474 -1.415 -0.55
C -2.008 1.709 -2.900 0.80
O -1.540 2.728 -3.349 -0.56
O -2.574 0.811 -3.785 -0.68
H 0.413 0.814 -2.209 0.39
H 0.930 -0.725 -2.302 0.38
H -1.053 -1.795 -1.582 0.22
H -2.322 0.056 1.304 0.41
H -3.063 -0.515 -1.225 0.18
H -3.145 1.921 -1.131 0.25
H -1.397 2.060 -0.917 0.25
H -3.080 0.124 -3.334 0.48
```

(2)
2 unconnected molecules or ions with the total composition C5H8N2O3 in a non-equilibrium geometry. Source: the OMol25 dataset; level of theory: ωB97M-V/def2-TZVPD.

Values from the calculation:
LUMO level = 0.7 eV
HOMO-LUMO gap = 10.2 eV
SMILES string = O=CNCc1cocn1.O

The geometry in XYZ format:
```
18
Properties=species:S:1:pos:R:3:nbo_charge:R:1
O -3.611 -4.662 -0.087 -0.59
C -2.829 -3.932 0.501 0.53
N -3.207 -2.737 1.155 -0.64
C -4.562 -2.205 1.122 -0.26
C -4.805 -1.335 -0.069 0.03
C -5.513 -1.584 -1.200 0.07
O -5.218 -0.604 -2.093 -0.40
C -4.423 0.250 -1.433 0.33
N -4.182 -0.101 -0.214 -0.48
H -1.783 -4.218 0.722 0.13
H -2.478 -2.174 1.574 0.40
H -5.271 -3.042 1.117 0.24
H -4.726 -1.628 2.041 0.22
H -6.165 -2.387 -1.525 0.22
H -4.056 1.115 -1.978 0.20
O -1.801 -2.226 -1.892 -0.94
H -2.255 -1.989 -1.021 0.47
H -0.878 -1.972 -1.753 0.47
```

(3)
2 unconnected molecules or ions with the total composition C5H8N2O4 in a non-equilibrium geometry. Source: the OMol25 dataset; level of theory: ωB97M-V/def2-TZVPD.

Values from the calculation:
LUMO level (alpha / beta) = -0.4 / -0.4 eV
HOMO-LUMO gap (alpha / beta) = 8.0 / 8.0 eV

The geometry in XYZ format:
```
19
Properties=species:S:1:pos:R:3:nbo_charge:R:1
C -2.154 -0.433 -0.125 0.42
C 1.282 -1.761 0.013 0.40
C 1.553 0.728 -0.086 0.71
C -0.929 0.082 0.493 -0.25
C 0.283 0.083 -0.552 0.07
N 0.047 0.070 -1.932 -0.84
N -0.922 1.338 1.331 -0.86
O 1.724 1.073 1.195 -0.67
O -3.080 0.241 -0.411 -0.50
O 1.098 -1.998 1.145 -0.49
O 2.510 0.718 -0.839 -0.61
H -2.218 -1.572 -0.496 0.11
H 2.201 -1.993 -0.575 0.16
H -0.426 -0.775 1.128 0.26
H -0.436 -0.788 -2.261 0.39
H 0.952 0.290 -2.361 0.41
H -1.749 1.498 1.857 0.39
H -0.670 2.193 0.756 0.38
H 0.937 1.006 1.720 0.52
```

(4)
2 unconnected molecules or ions with the total composition C5H8N2O5 in a non-equilibrium geometry. Source: the OMol25 dataset; level of theory: ωB97M-V/def2-TZVPD.

Values from the calculation:
LUMO level = 0.6 eV
HOMO-LUMO gap = 9.5 eV
SMILES string = CC(=O)O/[N+]([O-])=C(\C)O.N=C=O

The geometry in XYZ format:
```
20
Properties=species:S:1:pos:R:3:nbo_charge:R:1
C 1.573 1.448 2.139 -0.70
C 0.759 0.919 0.880 0.81
O 1.133 0.844 -0.265 -0.62
O -0.391 0.447 1.315 -0.43
N -1.574 0.304 0.383 0.28
O -2.274 1.299 0.269 -0.48
C -1.587 -0.798 -0.289 0.49
C -0.592 -1.887 -0.210 -0.67
O -2.644 -1.121 -1.106 -0.67
H 1.593 0.641 2.880 0.24
H 2.572 1.740 1.842 0.23
H 1.047 2.333 2.487 0.24
H -0.676 -2.280 -1.212 0.25
H -0.816 -2.624 0.540 0.24
H 0.462 -1.496 0.037 0.25
H -3.249 -0.310 -1.308 0.53
N -0.477 1.782 -2.710 -0.74
C -1.503 1.233 -2.872 0.85
O -2.594 0.882 -3.092 -0.56
H 0.475 1.488 -2.501 0.45
```

(5)
A molecular structure, C5H8N2S in a non-equilibrium geometry. Source: the OMol25 dataset; level of theory: ωB97M-V/def2-TZVPD.

Values from the calculation:
LUMO level = -0.1 eV
HOMO-LUMO gap = 8.8 eV

The geometry in XYZ format:
```
16
Properties=species:S:1:pos:R:3:nbo_charge:R:1
C -1.880 0.606 0.136 -0.41
C -0.727 1.000 -0.735 -0.48
C 0.508 0.302 -0.310 0.13
C 1.436 0.473 0.758 -0.35
C 2.403 -0.589 0.513 -0.07
H -1.819 -1.722 1.798 0.17
H -2.681 1.086 -0.318 0.20
H -1.933 0.764 1.206 0.23
H -0.486 2.100 -0.697 0.25
H -1.036 0.629 -1.822 0.22
H 1.616 1.330 1.291 0.22
H 3.314 -0.983 1.089 0.21
H 0.478 -1.258 -1.658 0.38
N 2.082 -1.396 -0.483 -0.24
N 0.938 -0.973 -0.876 -0.31
S -2.214 -1.369 0.108 -0.17
```

(6)
C5H8N2S in the gas phase in a non-equilibrium geometry. Source: the OMol25 dataset; level of theory: ωB97M-V/def2-TZVPD.

Values from the calculation:
LUMO level = 0.0 eV
HOMO-LUMO gap = 7.1 eV

The geometry in XYZ format:
```
16
Properties=species:S:1:pos:R:3:nbo_charge:R:1
C 1.023 -0.502 1.272 0.02
C 0.695 -1.655 1.893 -0.58
C -1.411 -1.506 0.220 0.31
C -0.036 1.391 -1.679 -0.60
C 0.452 1.191 -0.250 -0.21
N -2.419 -1.349 -0.423 -0.65
N 0.203 -0.034 0.375 -0.52
S -0.705 -2.530 1.303 0.42
H 1.907 -0.018 1.582 0.21
H 1.286 -2.188 2.721 0.25
H 0.601 0.641 -2.121 0.21
H -1.148 1.372 -1.793 0.19
H 0.286 2.351 -1.968 0.21
H 1.486 1.281 -0.480 0.17
H 0.200 2.068 0.348 0.16
H -2.422 -0.513 -1.000 0.41
```

(7)
C5H8N2S in the gas phase in a non-equilibrium geometry. Source: the OMol25 dataset; level of theory: ωB97M-V/def2-TZVPD.

Values from the calculation:
LUMO level = 0.5 eV
HOMO-LUMO gap = 9.2 eV
SMILES string = CN/C(C)=C\SC#N

The geometry in XYZ format:
```
16
Properties=species:S:1:pos:R:3:nbo_charge:R:1
C 0.648 -0.404 -1.605 -0.41
N 0.722 0.641 -0.589 -0.61
C 0.168 0.724 0.677 0.27
C -0.896 -0.317 1.119 -0.66
C 0.364 1.757 1.521 -0.53
S 1.697 2.893 1.344 0.30
C 2.853 2.079 2.218 0.02
N 3.496 1.539 2.988 -0.32
H 1.529 -0.161 -2.335 0.21
H 0.928 -1.366 -1.279 0.21
H -0.353 -0.416 -2.135 0.19
H 1.033 1.521 -1.043 0.40
H -1.689 -0.352 0.324 0.23
H -1.279 0.152 2.003 0.23
H -0.460 -1.275 1.562 0.24
H -0.107 1.781 2.555 0.23
```

(8)
A gas-phase ion, C5H8N3 (charge +1) in a non-equilibrium geometry. Source: the OMol25 dataset; level of theory: ωB97M-V/def2-TZVPD.

Values from the calculation:
LUMO level = -3.7 eV
HOMO-LUMO gap = 9.9 eV
Charge = +1
SMILES string = C#CC1=NC[N@@H+](C)N1

The geometry in XYZ format:
```
16
Properties=species:S:1:pos:R:3:nbo_charge:R:1
C 3.697 0.611 0.264 0.00
C 2.567 0.127 0.142 -0.13
C 1.236 -0.179 -0.187 0.36
N 0.822 -1.438 0.046 -0.42
C -0.542 -1.508 -0.157 0.01
N -1.049 0.108 -0.505 -0.24
C -1.980 0.650 0.530 -0.43
N 0.258 0.692 -0.513 -0.45
H 4.634 0.921 0.487 0.24
H -0.781 -1.935 -1.109 0.21
H -1.142 -1.912 0.624 0.22
H -1.543 0.206 -1.443 0.44
H -1.475 0.796 1.538 0.26
H -2.656 1.396 0.181 0.25
H -2.619 -0.158 0.623 0.22
H 0.575 1.623 -0.522 0.44
```

Record-wise relative energy (zero: lowest compared OMol25 entry of this formula, charge and spin) values, in eV: 0.5455; 0.7818; 3.4769; 1.7137; 3.5773; 4.1775; 2.1686; 4.9490
Record-wise energy values, in Ha: -530.55728; -530.54859; -605.69118; -680.92627; -702.89856; -702.87650; -702.95033; -359.17292